Record 1
The following is a DFT calculation (wB97M-V/def2-TZVPD) of 2 unconnected molecules or ions with the total composition C3HO2S.

Structure (XYZ):
```
7
Properties=species:S:1:pos:R:3
C 1.14556 -1.48718 -0.16529
C 2.04429 -0.73149 -0.73927
C -1.36569 1.31513 0.14257
O -1.95784 0.76942 0.96385
O -1.15569 2.09659 -0.68445
S 0.87124 0.19261 0.59654
H 0.41814 -2.15509 -0.11397
```

Results
HOMO energy in hartree: -0.1047
Net charge: -1
LUMO energy in eV: 3.80
F_max in eV/Å: 5.09

=====

Record 2
The following is a DFT calculation (wB97M-V/def2-TZVPD) of a molecular structure, C3HO2Sc.

Structure (XYZ):
```
7
Properties=species:S:1:pos:R:3
O 1.32324 -0.86920 -0.01784
O 1.00528 1.30442 -0.03694
C 0.54201 0.12567 -0.05441
Sc 3.04311 0.49902 -0.06567
C -2.07396 -0.19665 0.24700
C -0.89527 -0.07727 -0.01034
H -2.94441 -0.78598 -0.06181
```

Results
HOMO energy in hartree: -0.7003
Net charge: +2
LUMO energy in eV: -13.38
F_max in eV/Å: 4.91

=====

Record 3
The following is a DFT calculation (wB97M-V/def2-TZVPD) of a molecular structure, C3HO3Pd.

Structure (XYZ):
```
8
Properties=species:S:1:pos:R:3
C -1.18296 0.52829 -0.17935
C -0.00946 0.19928 -0.08456
O -2.45569 0.81411 -0.05872
H -2.81192 1.20519 -0.86717
O 0.43289 -1.70584 0.62397
C 1.70157 -1.55095 0.57213
O 2.32857 -0.54142 0.38891
Pd 1.99700 1.05134 -0.39523
```

Results
HOMO energy (alpha / beta) in hartree: -0.2511 / -0.3410
2S+1: 4
Expectation value of S²: 3.7673
LUMO energy (alpha / beta) in eV: -0.59 / -2.11
F_max in eV/Å: 6.02

=====

Record 4
The following is a DFT calculation (wB97M-V/def2-TZVPD) of a molecular structure, C3HO3Sm.

Structure (XYZ):
```
8
Properties=species:S:1:pos:R:3
O -1.42382 1.80315 -0.04877
Sm 0.70894 0.71676 -0.06822
O 1.71315 -1.58816 -0.02163
C 2.03436 -2.71175 0.01932
O 2.23711 -3.83710 0.03589
C -3.88609 2.04108 0.05265
H -4.94739 2.19150 0.08325
C -2.66868 1.97488 0.04320
```

Results
HOMO energy (alpha / beta) in hartree: -0.3967 / -0.3982
2S+1: 7
Expectation value of S²: 12.0088
Net charge: +1
LUMO energy (alpha / beta) in eV: -5.59 / -5.47
F_max in eV/Å: 3.65

=====

Record 5
The following is a DFT calculation (wB97M-V/def2-TZVPD) of a gas-phase ion, C3HO4 (charge -1).

Structure (XYZ):
```
8
Properties=species:S:1:pos:R:3
O -1.35424 -0.88061 -1.04142
C -1.34983 -0.44230 0.13669
O -2.07721 -0.52832 1.12389
C -0.04209 0.48151 0.27058
O 0.57304 1.14848 -0.83518
C 1.31410 0.14223 -0.16041
O 1.16929 0.70814 1.16904
H 1.76694 -0.62914 -0.66319
```

Results
HOMO energy in hartree: -0.1636
Net charge: -1
LUMO energy in eV: 4.13
F_max in eV/Å: 5.50
SMILES: O=C([O-])[C@]12O[C@@H]1O2

=====

Record 6
The following is a DFT calculation (wB97M-V/def2-TZVPD) of a gas-phase ion, C3HO6 (charge -1).

Structure (XYZ):
```
10
Properties=species:S:1:pos:R:3
O -1.84421 -0.91711 -0.63370
C -0.75187 -0.56918 -1.11431
O -0.44591 -0.59916 -2.32139
C 0.32650 0.01572 -0.14884
O 1.36239 0.68550 -0.76033
O 0.83412 -0.80957 1.01677
C 0.01722 0.20567 1.28910
O -1.01049 0.25973 2.11417
O 0.12402 1.19402 2.26008
H 1.38822 0.53438 -1.70154
```

Results
HOMO energy in hartree: -0.1837
Net charge: -1
LUMO energy in eV: 3.81
F_max in eV/Å: 2.52
SMILES: O=C([O-])[C@]1(O)OC12OO2

=====

Record 7
The following is a DFT calculation (wB97M-V/def2-TZVPD) of a molecular structure, C3LiO6V.

Structure (XYZ):
```
11
Properties=species:S:1:pos:R:3
C -1.74090 -0.41246 -0.13064
O -2.90705 -0.22647 -0.46816
C -1.29571 -1.58306 0.80934
O -0.03664 -1.58002 1.04857
O -2.12583 -2.36884 1.22597
Li -2.22953 1.32933 -1.57801
V 0.88415 -0.18473 0.15950
O -0.79104 0.35782 -0.55193
O 4.28545 2.28869 -0.35090
O 2.52265 0.83604 0.00922
C 3.43445 1.54370 -0.17296
```

Results
HOMO energy (alpha / beta) in hartree: -0.4774 / -0.4946
2S+1: 4
Expectation value of S²: 3.7570
Net charge: +1
LUMO energy (alpha / beta) in eV: -4.40 / -4.74
F_max in eV/Å: 3.83

=====

Which of these has the highest F_max? C3HO3Pd

=====

Among the records above, which one has the highest F_max? C3HO3Pd

=====

Number 4 is which compound? C3HO3Sm

=====

Which value of F_max does entry 3 give? 6.02 eV/Å